No. 1
The following is a DFT calculation (ωB97M-V/def2-TZVPD) of a 2-piece molecular cluster, C5H8N2S3 overall at a distorted geometry.

Last column: Mulliken charge in e.
Positions of all 18 atoms, in Å:
C1 2.17 -0.17 0.20  0.242
C2 -0.77 1.96 0.56  -0.957
C3 -1.54 0.67 0.09  0.145
C4 0.43 -2.04 -0.30  -0.013
C5 -1.62 -0.44 0.84  -0.985
N1 1.59 -0.19 -1.02  -0.179
N2 0.60 -1.09 -1.23  -0.017
S1 3.24 0.96 0.71  -0.302
S2 1.57 -1.60 1.04  -0.049
S3 -0.28 -3.52 -0.56  -0.266
H1 -1.13 2.87 -0.02  0.301
H2 -0.90 2.25 1.54  0.365
H3 -2.19 0.84 -0.78  0.372
H4 -1.23 -0.50 1.84  0.291
H5 -2.27 -1.27 0.67  0.347
H6 2.10 0.30 -1.75  0.255
H7 -0.05 -1.07 -2.02  0.293
H8 0.27 2.04 0.19  0.156

Results
ΔE to the lowest compared entry with this formula, charge and spin (kJ/mol): 16.14
Electronic energy (Eh): -1499.30037
Max |F| (eV/Å): 4.37


No. 2
The following is a DFT calculation (ωB97M-V/def2-TZVPD) of a 16-piece molecular cluster, H32O16 overall at a distorted geometry.

Last column: Mulliken charge in e.
Positions of all 48 atoms, in Å:
O1 0.58 4.78 -2.60  -0.664
H1 0.65 4.41 -1.71  0.316
H2 1.50 4.75 -2.87  0.337
O2 2.49 1.55 -2.88  -0.588
H3 2.83 0.66 -2.72  0.325
H4 1.59 1.43 -3.26  0.364
O3 -1.47 0.51 -1.03  -0.457
H5 -1.95 1.27 -1.35  0.223
H6 -1.58 -0.34 -1.50  0.281
O4 -2.26 -5.41 1.09  -0.618
H7 -2.88 -4.91 1.62  0.318
H8 -1.50 -4.81 1.10  0.292
O5 0.11 3.62 2.12  -0.652
H9 0.47 2.83 1.67  0.372
H10 -0.07 3.45 3.05  0.293
O6 -0.97 -1.28 4.62  -0.671
H11 -0.60 -2.18 4.79  0.327
H12 -1.89 -1.54 4.40  0.325
O7 0.27 1.71 -4.41  -0.701
H13 -0.31 1.93 -5.15  0.294
H14 0.23 2.55 -3.93  0.311
O8 2.94 0.10 0.07  -0.560
H15 3.56 0.61 -0.46  0.246
H16 2.27 0.77 0.34  0.374
O9 -3.64 -1.31 0.99  -0.640
H17 -4.15 -0.82 0.35  0.295
H18 -2.72 -1.32 0.71  0.326
O10 -0.55 -2.72 -0.50  -0.589
H19 -0.23 -2.95 -1.38  0.371
H20 0.11 -2.04 -0.24  0.228
O11 1.05 0.53 3.40  -0.568
H21 0.47 -0.24 3.60  0.300
H22 1.67 0.28 4.10  0.291
O12 -2.68 4.12 0.80  -0.640
H23 -1.92 3.72 1.22  0.360
H24 -3.14 4.69 1.41  0.288
O13 -1.84 -1.51 -3.37  -0.641
H25 -2.18 -2.23 -2.83  0.311
H26 -1.14 -1.81 -3.96  0.311
O14 0.55 1.33 0.53  -0.616
H27 -0.03 0.71 0.99  0.232
H28 0.21 1.25 -0.39  0.324
O15 1.96 -3.64 -1.37  -0.652
H29 1.63 -3.87 -0.49  0.333
H30 2.12 -2.69 -1.23  0.304
O16 3.94 -1.97 2.29  -0.575
H31 3.14 -1.79 2.83  0.301
H32 3.35 -2.21 1.55  0.257

Results
ΔE to the lowest compared entry with this formula, charge and spin (kJ/mol): 545.05
Electronic energy (Eh): -1222.99117
Max |F| (eV/Å): 2.14


No. 3
The following is a DFT calculation (ωB97M-V/def2-TZVPD) of one molecule with the formula C21H23F2N3O5S.

Last column: Mulliken charge in e.
Positions of all 55 atoms, in Å:
O1 -2.01 -2.49 0.92  -0.653
C1 -1.26 -1.75 1.53  0.508
N1 0.09 -1.87 1.56  -0.080
H1 0.61 -1.08 1.92  0.320
C2 0.77 -2.68 0.58  -1.311
H2 0.06 -3.43 0.23  0.551
H3 1.63 -3.17 1.04  0.334
C3 1.24 -1.79 -0.59  1.036
C4 1.77 -2.62 -1.77  -0.571
H4 2.31 -3.50 -1.44  0.451
H5 2.44 -2.00 -2.38  0.288
C5 0.49 -2.95 -2.54  -0.892
H6 0.65 -2.93 -3.62  0.361
H7 0.11 -3.93 -2.27  0.309
C6 -0.50 -1.85 -2.11  -0.772
H8 -1.40 -2.28 -1.66  0.365
H9 -0.78 -1.19 -2.93  0.526
O2 0.17 -1.05 -1.13  0.339
H10 1.96 -1.06 -0.21  -0.854
C7 -1.76 -0.53 2.32  -0.996
N2 -1.73 0.61 1.40  0.411
C8 -0.55 1.22 1.18  0.950
O3 0.47 0.90 1.77  -0.714
C9 -0.53 2.34 0.15  -1.316
N3 0.25 1.95 -1.00  -0.195
S1 1.76 2.63 -1.19  1.219
O4 2.17 2.31 -2.53  -0.733
O5 1.64 4.00 -0.80  -0.709
C10 2.87 1.80 -0.06  -0.038
C11 2.97 2.23 1.25  -0.342
C12 3.81 1.56 2.12  -0.672
C13 4.54 0.48 1.64  0.262
C14 4.47 0.06 0.32  -0.497
C15 3.62 0.74 -0.53  -0.299
H11 3.53 0.47 -1.58  0.561
H12 5.07 -0.77 -0.01  0.463
F1 5.35 -0.18 2.49  -0.344
H13 3.91 1.85 3.15  0.478
H14 2.40 3.08 1.58  0.475
H15 0.24 0.96 -1.23  0.432
H16 -0.05 3.23 0.56  0.525
H17 -1.54 2.61 -0.17  0.459
C16 -2.92 0.82 0.65  -0.454
C17 -4.06 1.26 1.31  -0.448
C18 -5.22 1.42 0.58  0.027
C19 -5.28 1.14 -0.78  -0.587
C20 -4.14 0.69 -1.41  -1.075
C21 -2.96 0.53 -0.71  0.717
H18 -2.07 0.17 -1.20  0.045
H19 -4.16 0.47 -2.47  0.457
H20 -6.21 1.27 -1.31  0.464
F2 -6.32 1.85 1.21  -0.324
H21 -4.05 1.49 2.36  0.583
H22 -1.11 -0.32 3.17  0.383
H23 -2.78 -0.70 2.64  0.579

Results
Structure (SMILES): O=C(CN(C(=O)CNS(=O)(=O)c1ccc(F)cc1)c1cccc(F)c1)NC[C@H]1CCCO1
ΔE to the lowest compared entry with this formula, charge and spin (kJ/mol): 8.54
Electronic energy (Eh): -1952.45347
Max |F| (eV/Å): 0.92